(1)
ORCA calculation (wB97M-V/def2-TZVPD) on a structure of composition C41H38CuN7O4STe.

Geometry as XYZ:
```
93
Properties=species:S:1:pos:R:3:mulliken_charge:R:1
Te 3.037 -0.359 0.191 0.57
Cu -0.095 -0.168 0.626 -1.70
S -0.290 -2.518 1.345 -0.69
O -4.174 3.428 2.663 -0.68
O 0.801 1.550 0.030 -0.04
O 1.090 1.600 -3.624 -0.70
O -1.861 0.457 1.284 -0.77
N 1.910 -0.297 -2.610 1.15
N -0.151 -3.108 3.934 -0.49
N 0.556 0.024 2.500 2.39
N 3.509 -2.046 -2.339 -0.60
N -0.810 -0.732 -1.154 1.11
N 0.338 -0.945 3.467 -1.30
N 4.148 0.273 -2.528 0.05
C 1.164 2.387 2.253 0.84
C -2.301 0.063 5.746 -0.37
C -4.903 1.908 -1.124 0.12
C -3.967 -2.845 -3.701 -0.86
C 3.180 -0.692 -2.001 -0.98
C -2.923 0.481 -0.860 0.14
C -2.837 -1.286 -5.137 -1.19
C -3.669 -2.385 -4.977 -0.45
C 4.093 -2.884 1.525 -0.27
C 1.032 2.532 0.839 0.25
C -2.583 -1.123 -2.748 -0.99
C 5.024 -3.848 1.893 -0.56
C 3.338 1.497 -2.604 -0.67
C 1.957 1.003 -3.021 0.73
C 4.629 -0.075 -3.870 -1.01
C -3.434 -2.210 -2.589 0.25
C -2.015 1.416 5.640 -0.61
C -2.789 0.867 0.526 0.42
C -3.724 2.320 2.412 -0.12
C 1.200 3.839 0.313 -0.73
C -0.036 -1.740 -1.881 -0.66
C -2.292 -0.656 -4.026 0.12
C -3.780 1.781 1.028 0.46
C 1.675 4.757 2.494 -0.90
C -3.979 1.006 -1.617 -0.57
C 4.461 -1.843 0.678 -0.05
C 6.320 -3.795 1.402 -0.45
C -6.012 2.444 -1.994 -1.61
C -2.013 -0.452 -1.530 1.09
C -2.468 2.137 4.545 -0.35
C -3.027 -0.572 4.747 -0.64
C -4.769 2.288 0.206 -0.84
C -3.179 1.499 3.537 0.63
C 0.846 -1.193 -2.998 -1.48
C 6.693 -2.762 0.550 -0.54
C 0.925 1.156 2.972 -0.97
C 1.491 3.505 3.036 -0.60
C 1.515 4.911 1.113 -0.42
C -0.005 -2.104 2.995 0.43
C -3.452 0.139 3.639 -0.10
C 5.773 -1.783 0.201 -0.34
H -2.262 3.196 4.450 0.42
H -0.698 -2.480 -2.335 0.52
H 4.399 -2.281 -1.909 0.27
H 0.245 -0.640 -3.717 0.49
H -5.630 2.815 -2.947 0.37
H 3.744 2.210 -3.317 0.45
H -4.623 -3.697 -3.571 0.41
H -6.760 1.678 -2.217 0.30
H 1.068 3.953 -0.756 0.45
H 1.042 1.205 4.056 0.23
H 0.577 -2.263 -1.144 0.52
H -0.279 -2.774 4.877 0.23
H 1.286 -2.047 -3.523 0.23
H -5.453 3.011 0.637 0.38
H -3.984 -0.359 2.838 0.36
H 5.147 -1.029 -3.850 0.34
H 3.257 1.969 -1.621 0.10
H -4.091 -2.878 -5.844 0.38
H 1.926 5.602 3.123 0.39
H 1.632 5.891 0.664 0.40
H -3.670 -2.557 -1.590 0.53
H -6.525 3.270 -1.500 0.37
H -2.612 -0.914 -6.128 0.44
H 1.590 3.362 4.107 0.36
H -1.659 0.216 -4.145 0.72
H -1.942 -0.502 6.597 0.37
H 3.824 -0.139 -4.617 0.33
H -0.750 -3.862 3.645 0.26
H -1.438 1.912 6.412 0.40
H -4.071 0.709 -2.655 0.44
H 6.072 -0.956 -0.435 0.41
H 5.331 0.698 -4.180 0.37
H 7.040 -4.554 1.682 0.35
H -3.235 -1.633 4.817 0.38
H 4.727 -4.652 2.555 0.40
H 3.070 -2.949 1.881 0.39
H 7.707 -2.708 0.172 0.38
H 2.831 -2.668 -1.909 0.44
```

Calculated values
Energy above the lowest of the compared OMol25 structures with the same formula, charge and spin, kcal per mole: 0.0
Expectation value of S²: 0.754
Spin multiplicity: 2
E_tot, a.u.: -4576.24426
Total charge: -1

=====

(2)
ORCA calculation (wB97M-V/def2-TZVPD) on a cluster of 6 separate species, C35H26F3N2O12 in total in a non-equilibrium geometry.

Geometry as XYZ:
```
78
Properties=species:S:1:pos:R:3:mulliken_charge:R:1
F -3.224 4.321 0.291 -0.26
F -2.992 2.898 1.895 -0.23
F -1.479 3.073 0.382 -0.17
O -0.571 -0.805 -2.069 -0.55
O -1.645 -7.303 -3.582 -0.53
O -3.770 -2.600 3.032 -0.53
O 7.393 7.775 -3.585 -0.50
O -1.755 4.664 1.934 -0.32
O -6.906 -6.647 4.357 -0.53
O -0.174 -3.321 3.661 -0.56
O -2.924 -7.170 1.561 -0.54
O 3.465 4.294 1.333 -0.50
O 3.745 1.141 -4.452 -0.53
O 4.182 3.801 -2.184 -0.55
O 0.531 1.005 0.692 -0.38
N 1.864 4.704 -0.402 0.60
N 0.206 5.307 0.776 0.07
C -5.537 -3.378 4.382 -0.43
C -2.633 -7.187 0.380 0.83
C 4.913 4.730 -2.496 0.61
C -2.358 3.749 1.123 0.94
C 0.593 5.096 -0.456 0.06
C -0.017 -2.330 2.985 0.35
C -2.632 -5.956 -0.454 -0.16
C -1.118 5.718 1.259 -0.79
C 6.661 6.871 -3.264 0.20
C 2.256 4.665 0.896 0.23
C 2.107 -0.551 -4.387 -0.42
C -4.354 -4.845 2.685 0.12
C 1.064 0.887 -2.139 0.02
C -1.940 -8.499 -1.577 -0.43
C -6.326 -4.396 4.713 -0.46
C 5.585 7.075 -2.256 -0.56
C -5.140 -5.867 3.011 -0.27
C -2.261 -8.459 -0.286 -0.45
C -4.495 -3.529 3.343 0.25
C 1.496 -0.894 1.692 -0.35
C -2.311 -5.996 -1.744 -0.65
C 1.024 -1.041 -3.788 -0.52
C 1.322 -1.981 2.438 -0.45
C -0.964 -0.334 1.922 -0.48
C 1.226 5.044 1.672 -0.77
C -6.188 -5.721 4.053 0.14
C 0.365 0.010 1.379 0.30
C 2.757 0.695 -3.909 0.17
C 5.981 4.524 -3.496 -0.51
C 4.776 6.082 -1.902 -0.22
C 0.416 -0.360 -2.616 0.25
C -1.148 -1.421 2.670 -0.28
C -1.939 -7.270 -2.408 0.28
C 6.793 5.516 -3.854 -0.37
C 2.147 1.373 -2.739 -0.21
H 2.564 -1.033 -5.243 0.43
H 2.629 2.278 -2.399 0.64
H 0.538 -1.949 -4.121 0.44
H 2.460 -0.622 1.280 0.44
H -5.054 -6.838 2.546 0.46
H 3.992 6.218 -1.169 0.36
H -2.901 -5.032 0.037 0.38
H -2.305 -5.110 -2.367 0.48
H 0.613 1.373 -1.283 0.40
H -0.051 5.237 -1.301 0.50
H -1.667 -9.418 -2.079 0.41
H -1.716 6.158 0.467 0.44
H 5.504 8.069 -1.834 0.45
H 3.379 3.551 1.938 0.38
H -7.096 -4.312 5.468 0.41
H 2.133 -2.656 2.679 0.44
H -0.952 6.494 1.994 0.37
H -2.266 -9.345 0.336 0.43
H 6.058 3.528 -3.915 0.46
H -1.774 0.341 1.676 0.46
H 7.580 5.385 -4.585 0.43
H 2.442 4.440 -1.199 0.06
H -2.123 -1.697 3.077 0.49
H -5.619 -2.404 4.849 0.43
H -3.585 -4.927 1.940 0.27
H 1.151 5.117 2.735 0.56
```

Calculated values
E_tot, a.u.: -2660.92738
Total charge: +1